Computed, not measured: a structure of composition C32H26BF13IMnN10O4S2 at a distorted geometry, with ωB97M-V/def2-TZVPD.

Cartesian coordinates (Å):
Mn1 -0.637 0.801 0.374
N1 5.714 -0.025 -4.475
C1 5.073 0.131 -3.252
C2 3.969 -0.661 -2.924
C3 3.399 -0.578 -1.665
C4 3.919 0.300 -0.729
C5 4.998 1.107 -1.048
C6 5.573 1.027 -2.304
S1 3.177 0.436 0.884
O1 2.899 -0.931 1.261
O2 4.119 1.105 1.731
N2 1.786 1.212 0.596
C7 1.616 2.420 1.187
N3 2.642 3.194 1.572
C8 2.358 4.232 2.337
C9 1.063 4.568 2.692
C10 0.065 3.852 2.054
N4 0.322 2.810 1.280
H1 5.183 -0.455 -5.212
H2 6.305 0.735 -4.764
H3 3.567 -1.343 -3.666
H4 2.544 -1.182 -1.388
H5 5.375 1.779 -0.288
H6 6.422 1.653 -2.557
H7 3.210 4.822 2.664
H8 0.838 5.363 3.386
H9 -0.978 4.128 2.145
N5 0.603 5.069 -1.753
N6 0.652 3.713 -1.943
N7 1.668 3.105 -2.510
C11 1.309 1.837 -2.397
N8 0.120 1.703 -1.788
N9 -0.290 2.923 -1.526
H10 0.775 5.561 -2.619
H11 -0.285 5.303 -1.326
H12 1.897 1.017 -2.759
F1 -2.859 3.290 2.870
C12 -3.948 2.869 2.230
F2 -4.413 1.778 2.847
F3 -4.888 3.840 2.399
C13 -3.636 2.586 0.709
O3 -2.499 1.974 0.521
C14 -3.662 3.987 -0.021
F4 -2.912 4.896 0.636
F5 -4.888 4.531 -0.174
F6 -3.142 3.892 -1.261
C15 -4.870 1.775 0.149
F7 -4.737 0.468 0.391
F8 -4.979 1.910 -1.196
F9 -6.060 2.158 0.657
F10 -0.460 -0.903 4.409
B1 -0.547 0.353 3.811
F11 -1.491 1.146 4.430
F12 0.694 0.969 3.733
F13 -0.989 0.123 2.410
O4 -0.041 -1.487 0.177
S2 0.358 -2.248 1.419
C16 -1.068 -3.368 1.695
C17 -1.675 -4.102 0.687
C18 -2.767 -4.903 0.977
C19 -3.262 -4.967 2.274
C20 -2.648 -4.241 3.282
C21 -1.548 -3.444 2.994
C22 1.376 -3.632 0.849
C23 2.118 -4.321 1.795
C24 3.009 -5.298 1.385
C25 3.147 -5.592 0.034
C26 2.381 -4.915 -0.903
C27 1.488 -3.936 -0.494
H13 -1.290 -4.051 -0.324
H14 -3.242 -5.468 0.186
H15 -4.138 -5.566 2.490
H16 -3.033 -4.276 4.293
H17 -1.067 -2.859 3.769
H18 2.003 -4.063 2.841
H19 3.620 -5.814 2.114
H20 3.850 -6.350 -0.287
H21 2.487 -5.148 -1.956
H22 0.875 -3.396 -1.207
I1 -3.318 -4.047 -2.744
C28 -2.996 -1.979 -2.560
C29 -3.312 -1.162 -3.630
C30 -3.095 0.197 -3.482
C31 -2.555 0.664 -2.297
N10 -2.213 -0.136 -1.289
C32 -2.455 -1.440 -1.402
H23 -3.718 -1.572 -4.545
H24 -3.350 0.882 -4.279
H25 -2.399 1.720 -2.134
H26 -2.209 -2.057 -0.549

Calculated values
- energy above the lowest of the compared OMol25 structures with the same formula, charge and spin (eV) = 1.340
- multiplicity = 6
- molecular weight (g/mol) = 1118.39
- Kohn-Sham gap (alpha / beta) (Ha) = 0.2656 / 0.2660
- charge = -1
- LUMO level (alpha / beta) (eV) = 1.7666 / 1.7655
- E (eV) = -153801.985

Here are the Löwdin charges for atoms 1 to 2, given in e: number 1, Mn, carries 0.954; number 2, N, carries 0.086

Computed, not measured: a structure of composition C6H4BrCl2F at a distorted geometry, with ωB97M-V/def2-TZVPD.

Cartesian coordinates (Å):
C1 0.451 0.129 1.201
C2 1.187 1.343 0.655
C3 0.771 -1.152 1.011
C4 0.863 2.607 0.673
C5 1.616 -0.963 -1.325
C6 1.646 -1.529 -0.095
F1 2.381 -2.540 0.155
Cl1 0.401 0.205 -1.628
Cl2 -0.547 3.369 1.353
Br1 1.987 3.950 -0.082
H1 -0.267 0.372 1.922
H2 2.074 1.113 0.044
H3 0.358 -1.923 1.663
H4 2.396 -1.100 -2.080

Calculated values
- molecular weight (g/mol) = 245.91
- Kohn-Sham gap (Ha) = 0.3261
- LUMO level (eV) = -0.1564
- E (eV) = -104089.114

Here are the natural (NBO) charges for atoms 1 to 2, given in e: number 1, C, carries -0.140; number 2, C, carries -0.297

Computed, not measured: an isolated molecule of C8H20N2 at a distorted geometry, with ωB97M-V/def2-TZVPD.

Cartesian coordinates (Å):
C1 0.753 0.558 -3.364
C2 1.532 0.122 -2.136
C3 0.549 -0.483 -0.939
C4 0.270 0.495 0.185
N1 1.436 0.984 0.840
N2 -0.401 1.670 -0.240
C5 -0.749 -0.436 1.274
C6 0.106 -1.404 2.116
C7 -1.867 -1.264 0.611
C8 -1.445 0.529 2.261
H1 0.103 1.409 -3.141
H2 1.426 0.859 -4.176
H3 0.122 -0.255 -3.740
H4 2.196 -0.702 -2.423
H5 2.174 0.932 -1.784
H6 -0.359 -0.788 -1.463
H7 1.087 -1.359 -0.572
H8 2.069 0.227 1.078
H9 1.970 1.627 0.268
H10 -0.122 2.062 -1.128
H11 -0.407 2.353 0.512
H12 0.843 -0.871 2.726
H13 0.631 -2.135 1.494
H14 -0.507 -1.970 2.831
H15 -1.473 -2.122 0.057
H16 -2.469 -0.654 -0.070
H17 -2.545 -1.706 1.354
H18 -2.185 1.162 1.758
H19 -2.014 -0.010 3.032
H20 -0.725 1.170 2.781

Calculated values
- energy above the lowest of the compared OMol25 structures with the same formula, charge and spin (eV) = 0.537
- molecular weight (g/mol) = 144.26
- Kohn-Sham gap (Ha) = 0.3544
- LUMO level (eV) = 0.9159
- SMILES = CCCC(N)(N)C(C)(C)C
- E (eV) = -11600.327

Here are the natural (NBO) charges for atoms 1 to 2, given in e: number 1, C, carries -0.608; number 2, C, carries -0.401

Computed, not measured: a cluster of 8 separate species, C5H26N2O8 in total at a distorted geometry, with ωB97M-V/def2-TZVPD.

Cartesian coordinates (Å):
C1 0.565 -3.175 -0.773
C2 -0.591 -2.160 -0.950
N1 -0.646 -1.360 0.317
C3 -3.163 -1.124 0.281
C4 -1.696 -0.390 0.386
C5 -1.668 0.370 1.724
N2 -2.873 1.051 1.853
O1 -0.835 0.465 2.592
H1 1.498 -2.651 -0.899
H2 0.697 -3.911 -1.569
H3 0.415 -3.747 0.105
H4 -0.540 -1.592 -1.908
H5 -1.586 -2.636 -1.055
H6 -0.464 -2.041 1.070
H7 -3.847 -0.370 -0.080
H8 -3.598 -1.518 1.200
H9 -3.038 -2.027 -0.349
H10 -1.643 0.282 -0.474
H11 -3.014 1.682 2.617
H12 -3.600 1.306 1.152
H13 2.879 1.075 -3.611
H14 2.257 1.980 -2.544
O2 2.236 1.791 -3.485
H15 4.589 1.053 -1.051
H16 3.445 1.625 -0.228
O3 3.863 1.685 -1.097
H17 -0.373 1.980 -2.935
H18 -0.909 2.510 -1.708
O4 -0.480 1.672 -2.021
H19 1.204 0.667 2.505
H20 2.426 0.881 1.544
O5 2.164 0.711 2.460
H21 -0.087 -2.124 2.786
H22 -0.801 -1.726 4.051
O6 -0.410 -2.495 3.611
H23 1.106 1.009 -1.090
H24 0.764 0.297 0.147
O7 1.502 0.804 -0.216
H25 0.934 2.884 -0.464
H26 2.138 3.564 -0.971
O8 1.179 3.701 -0.920

Calculated values
- energy above the lowest of the compared OMol25 structures with the same formula, charge and spin (eV) = 1.791
- multiplicity = 2
- molecular weight (g/mol) = 242.27
- Kohn-Sham gap (alpha / beta) (Ha) = 0.3891 / 0.1924
- charge = +1
- LUMO level (alpha / beta) (eV) = -3.1565 / -8.5000
- E (eV) = -24957.836

Here are the natural (NBO) charges for atoms 1 to 2, given in e: number 1, C, carries -0.650; number 2, C, carries -0.276

Computed, not measured: a structure of composition C11H23Br10Na3O at a distorted geometry, with ωB97M-V/def2-TZVPD.

Cartesian coordinates (Å):
Na1 0.905 1.072 -5.450
Na2 0.492 -3.651 -4.089
Na3 -3.088 -0.296 -4.905
C1 -0.600 0.151 -0.799
O1 -0.462 -0.339 -2.157
H1 -0.570 -0.645 -0.056
H2 0.349 0.627 -0.553
H3 -1.494 0.746 -0.612
Br1 -0.159 6.988 -4.682
C2 -1.067 5.436 -3.881
C3 -2.546 5.474 -4.007
Br2 -3.457 4.041 -3.152
H4 -0.884 5.360 -2.809
H5 -0.577 4.577 -4.339
H6 -2.782 5.251 -5.047
H7 -2.972 6.448 -3.765
Br3 -5.635 -3.347 -2.282
C4 -5.302 -3.831 -0.448
C5 -5.288 -5.402 -0.174
Br4 -5.351 -5.478 1.722
H8 -6.018 -3.328 0.202
H9 -4.305 -3.420 -0.286
H10 -4.434 -5.825 -0.704
H11 -6.196 -5.857 -0.568
Br5 4.730 4.339 -1.181
C6 5.985 2.907 -0.521
C7 5.713 1.538 -1.070
Br6 7.047 0.359 -0.230
H12 6.007 2.742 0.557
H13 7.011 3.225 -0.705
H14 5.755 1.518 -2.159
H15 4.735 1.161 -0.773
Br7 -0.404 -5.596 1.154
C8 -0.244 -5.500 3.159
C9 -0.343 -4.036 3.638
Br8 0.529 -3.914 5.411
H16 0.678 -6.005 3.446
H17 -0.986 -6.137 3.640
H18 -1.367 -3.668 3.703
H19 0.256 -3.303 3.099
Br9 3.970 0.603 3.978
C10 2.684 2.030 3.536
C11 1.402 1.881 4.402
Br10 -0.078 3.107 3.908
H20 2.598 2.052 2.449
H21 3.166 2.994 3.697
H22 1.676 2.039 5.445
H23 0.923 0.913 4.254

Calculated values
- energy above the lowest of the compared OMol25 structures with the same formula, charge and spin (eV) = 5.081
- molecular weight (g/mol) = 1039.31
- Kohn-Sham gap (Ha) = 0.1442
- charge = +2
- LUMO level (eV) = -8.5464
- E (eV) = -727483.907

Here are the natural (NBO) charges for atoms 1 to 2, given in e: number 1, Na, carries 0.919; number 2, Na, carries 0.988

Computed, not measured: a cluster of 2 separate species, CH4NO2P in total at a distorted geometry, with ωB97M-V/def2-TZVPD.

Cartesian coordinates (Å):
C1 0.189 -0.965 -0.296
N1 0.895 1.151 -0.235
O1 -0.042 1.859 0.127
O2 1.958 1.440 -0.691
P1 -1.330 -0.901 0.626
H1 0.123 -1.111 -1.355
H2 1.043 -1.423 0.171
H3 -1.864 0.038 -0.240
H4 -0.972 -0.089 1.893

Calculated values
- energy above the lowest of the compared OMol25 structures with the same formula, charge and spin (eV) = 6.247
- molecular weight (g/mol) = 93.02
- Kohn-Sham gap (alpha / beta) (Ha) = 0.2962 / 0.2964
- LUMO level (alpha / beta) (eV) = -0.8461 / -0.8447
- E (eV) = -15970.237

Here are the natural (NBO) charges for atoms 1 to 2, given in e: number 1, C, carries -0.584; number 2, N, carries 0.487

Computed, not measured: an isolated molecule of C7H10Cl2OSi at a distorted geometry, with ωB97M-V/def2-TZVPD.

Cartesian coordinates (Å):
C1 -1.889 -1.016 0.675
C2 -0.779 -0.616 0.071
C3 -2.508 -1.864 -0.403
C4 -1.444 -1.401 -1.416
C5 -0.015 2.234 0.309
C6 1.876 0.278 -1.371
C7 1.563 -0.057 2.006
O1 -3.433 -2.579 -0.612
Si1 0.720 0.488 0.259
Cl1 -2.626 -0.545 2.135
Cl2 -0.540 -2.587 -2.284
H1 -1.685 -0.550 -1.973
H2 -0.060 2.606 -0.651
H3 -1.012 2.236 0.828
H4 0.536 3.079 0.725
H5 2.881 0.803 -1.157
H6 1.971 -0.808 -1.795
H7 1.360 0.909 -2.153
H8 1.635 -1.121 1.907
H9 2.475 0.414 2.037
H10 0.973 0.097 2.866

Calculated values
- multiplicity = 3
- molecular weight (g/mol) = 209.15
- Kohn-Sham gap (alpha / beta) (Ha) = 0.2654 / 0.2318
- LUMO level (alpha / beta) (eV) = 0.6510 / -3.4641
- E (eV) = -42385.731

Here are the natural (NBO) charges for atoms 1 to 2, given in e: number 1, C, carries -0.127; number 2, C, carries -0.456